--- w ---
Below is 2 unconnected molecules or ions with the total composition C3H8N4S, with properties calculated with wB97M-V/def2-TZVPD.

Geometry as XYZ:
```
16
C3H8N4S wB97M-V/def2-TZVPD
C 0.497 -1.457 1.317
C 1.296 -0.463 2.119
C -0.075 0.810 -2.260
N -1.314 3.295 -0.168
N -1.044 2.348 -0.727
N -0.471 -1.010 0.648
N -1.010 1.349 -1.278
S -1.414 -2.273 -0.081
H 0.797 -2.579 1.427
H 0.604 0.365 2.470
H 2.246 -0.217 1.579
H 1.766 -0.826 3.056
H 0.402 1.510 -2.933
H 0.588 0.247 -1.629
H -0.725 0.156 -2.887
H -2.143 -1.256 -0.651
```

Values from the calculation:
HOMO energy ... -8.97 eV



--- x ---
Below is a molecular structure, C3H8N4S, with properties calculated with wB97M-V/def2-TZVPD.

Geometry as XYZ:
```
16
C3H8N4S wB97M-V/def2-TZVPD
C -2.988 -1.366 -0.021
C -1.927 -0.731 -1.026
C 1.369 0.020 0.887
H -2.469 -2.144 0.937
H -3.773 -0.476 0.572
H -3.562 -1.897 -1.010
H -2.249 -0.549 -2.013
H 3.051 0.233 1.677
H 0.800 1.377 -0.671
H 3.281 1.450 -1.030
H 2.746 2.721 -0.005
N -0.677 -0.383 -0.836
N 2.150 -0.338 1.836
N 1.612 1.048 0.089
N 2.822 1.661 -0.242
S -0.186 -0.626 0.856
```

Values from the calculation:
HOMO energy ... -8.47 eV



--- y ---
Below is a single C3H8N4S molecule, with properties calculated with wB97M-V/def2-TZVPD.

Geometry as XYZ:
```
16
C3H8N4S wB97M-V/def2-TZVPD
C -1.036 0.109 1.191
C 0.309 0.621 0.709
C 1.236 -0.428 0.063
H -1.527 0.465 -1.269
H -2.948 -0.377 -1.218
H -1.176 0.046 2.266
H 0.834 0.969 1.603
H 1.318 1.995 -0.941
H 1.318 -2.147 -1.039
H -0.311 -1.480 -0.823
H 2.818 0.525 0.596
N -2.017 -0.304 -0.845
N -2.072 -0.264 0.538
N 0.643 -1.515 -0.495
N 2.512 -0.298 0.047
S 0.100 2.083 -0.382
```

Values from the calculation:
SMILES ... [H]/N=C(/N)[C@@H](S)/C=N\N
HOMO energy ... -9.16 eV



--- z ---
Below is a single C3H8N4S molecule, with properties calculated with wB97M-V/def2-TZVPD.

Geometry as XYZ:
```
16
C3H8N4S wB97M-V/def2-TZVPD
C 0.104 1.532 0.787
C 0.052 1.177 -0.696
C -0.412 -1.127 -1.477
H 0.638 1.214 3.190
H -0.982 1.254 3.296
H -0.214 -0.424 1.287
H 0.676 3.309 0.513
H 0.707 1.861 -1.233
H -0.977 1.328 -1.057
H 1.376 -0.448 -0.890
H -1.448 -0.746 -1.595
N -0.209 0.679 2.998
N -0.319 0.528 1.618
N 0.408 2.677 1.262
N 0.411 -0.187 -0.994
S -0.017 -2.670 -1.836
```

Values from the calculation:
SMILES ... [H]/N=C(\CNC=S)NN
HOMO energy ... -8.74 eV



Ordering by calculated energy gives the sequence z, y, w, x, with the first entry being the most stable.



--- w ---
Below is a single CH3NS2 molecule, with properties calculated with wB97M-V/def2-TZVPD.

Geometry as XYZ:
```
7
CH3NS2 wB97M-V/def2-TZVPD
C 0.267 0.629 -0.347
H -1.094 -0.696 2.028
H -0.231 -1.317 -0.496
H 0.901 1.156 0.309
N 0.242 -0.658 0.067
S 0.153 -1.032 1.711
S -0.333 1.137 -1.726
```

Values from the calculation:
SMILES ... S=CNS
HOMO energy ... -8.98 eV



--- x ---
Below is 2 unconnected molecules or ions with the total composition CH3NS2, with properties calculated with wB97M-V/def2-TZVPD.

Geometry as XYZ:
```
7
CH3NS2 wB97M-V/def2-TZVPD
C 0.443 0.164 -0.030
N 1.518 0.419 -0.840
S 1.382 0.776 -2.539
S 2.370 -0.813 -1.734
H 0.682 -0.451 0.825
H -0.143 1.048 0.176
H -0.824 -0.791 -0.753
```

Values from the calculation:
HOMO energy ... -8.84 eV



--- y ---
Below is a single CH3NS2 molecule, with properties calculated with wB97M-V/def2-TZVPD.

Geometry as XYZ:
```
7
CH3NS2 wB97M-V/def2-TZVPD
C 1.138 -0.316 0.046
N -1.260 0.537 0.006
S 2.699 -0.641 0.137
S 0.314 1.235 -0.038
H -1.572 0.135 0.850
H -1.668 0.195 -0.810
H 0.349 -1.144 -0.191
```

Values from the calculation:
SMILES ... NSC=S
HOMO energy ... -8.79 eV



Ordering by calculated energy gives the sequence w, y, x, with the first entry being the most stable.



--- w ---
Below is a molecular structure, C16H12IrN5O7S, with properties calculated with wB97M-V/def2-TZVPD.

Geometry as XYZ:
```
42
C16H12IrN5O7S wB97M-V/def2-TZVPD
Ir 0.191 -1.185 0.007
S 1.589 -4.496 2.576
C -0.058 -4.850 2.254
C -0.656 -3.895 1.497
C 0.225 -2.806 1.169
C 1.473 -3.033 1.711
C 2.538 -2.054 1.529
C 3.825 -2.180 2.008
C 4.744 -1.174 1.747
C 4.336 -0.075 1.020
C 3.027 -0.010 0.565
N 2.143 -0.979 0.809
H -0.491 -5.753 2.651
H -1.698 -3.924 1.225
H 4.096 -3.062 2.572
H 5.763 -1.256 2.101
H 5.010 0.735 0.784
H 2.702 0.832 -0.023
O 2.165 1.847 -1.686
C 1.091 1.306 -1.498
O 0.913 0.013 -1.516
C -0.149 2.098 -1.303
C -0.236 3.345 -1.871
C -1.428 4.050 -1.808
C -2.547 3.486 -1.250
C -2.463 2.218 -0.705
C -1.232 1.511 -0.597
O -1.094 0.475 0.187
N -3.735 1.643 -0.280
O -4.650 2.387 -0.016
O -3.828 0.426 -0.280
N -1.522 5.387 -2.397
O -2.607 5.935 -2.389
O -0.504 5.870 -2.853
H 0.633 3.768 -2.356
H -3.492 4.009 -1.258
N -2.657 -1.973 0.306
N -1.674 -1.805 -0.738
H -3.572 -1.922 -0.130
H -2.583 -1.124 0.857
H -1.982 -1.091 -1.399
H -1.606 -2.694 -1.224
```

Values from the calculation:
HOMO energy (spin up / spin down) ... -8.83 / -8.82 eV



--- x ---
Below is a molecular structure, C16H12IrN5O7S, with properties calculated with wB97M-V/def2-TZVPD.

Geometry as XYZ:
```
42
C16H12IrN5O7S wB97M-V/def2-TZVPD
Ir 0.111 -0.042 -0.166
S 4.243 0.332 1.517
C 4.423 0.094 -0.168
C 3.235 -0.061 -0.821
C 2.116 0.007 0.056
C 2.535 0.210 1.352
C 1.502 0.384 2.328
C 1.627 0.684 3.683
C 0.497 0.847 4.451
C -0.764 0.710 3.873
C -0.842 0.412 2.534
N 0.262 0.240 1.788
H 5.413 0.081 -0.597
H 3.170 -0.205 -1.890
H 2.616 0.806 4.103
H 0.587 1.091 5.501
H -1.670 0.845 4.445
H -1.783 0.315 2.009
O -3.788 0.747 -1.328
C -2.688 0.856 -0.836
O -1.876 -0.164 -0.672
C -2.230 2.210 -0.321
C -3.241 3.118 -0.032
C -2.951 4.378 0.450
C -1.646 4.783 0.679
C -0.653 3.879 0.407
C -0.881 2.602 -0.153
O 0.171 1.909 -0.522
N 0.717 4.246 0.797
O 1.128 5.333 0.448
O 1.331 3.456 1.489
N -4.042 5.306 0.754
O -5.180 4.924 0.570
O -3.741 6.406 1.178
H -4.265 2.821 -0.208
H -1.420 5.761 1.076
N 1.063 -2.900 0.385
N -0.124 -2.122 0.158
H 0.865 -3.656 1.029
H 1.761 -2.285 0.785
H -0.786 -2.215 0.927
H -0.591 -2.511 -0.657
```

Values from the calculation:
HOMO energy ... -8.74 eV



Ordering by calculated energy gives the sequence x, w, with the first entry being the most stable.



--- w ---
Below is 8 unconnected molecules or ions with the total composition C7H28ClO7, with properties calculated with wB97M-V/def2-TZVPD.

Geometry as XYZ:
```
43
C7H28ClO7 wB97M-V/def2-TZVPD
Cl -0.435 0.045 -0.012
C -3.369 -1.120 -2.048
O -3.842 -0.553 -0.840
H -2.913 -2.101 -1.862
H -4.205 -1.254 -2.733
H -2.612 -0.490 -2.521
H -3.073 -0.226 -0.359
C 1.160 -1.096 -3.342
O 0.053 -0.242 -3.164
H 1.184 -1.456 -4.376
H 2.105 -0.566 -3.170
H 1.095 -1.993 -2.718
H -0.122 -0.221 -2.206
C 3.093 1.053 1.623
O 3.440 2.254 0.957
H 3.971 0.439 1.866
H 2.518 1.274 2.515
H 2.464 0.431 0.972
H 3.980 2.012 0.202
C -3.605 2.198 1.220
O -2.289 1.983 1.655
H -4.107 2.780 2.001
H -3.694 2.793 0.303
H -4.161 1.260 1.115
H -1.795 1.493 0.976
C 1.549 2.751 -1.981
O 1.191 2.686 -0.630
H 0.680 2.726 -2.650
H 2.059 3.701 -2.166
H 2.241 1.950 -2.281
H 0.677 1.873 -0.487
C 2.235 -2.672 0.412
O 1.049 -2.560 1.166
H 2.227 -1.975 -0.428
H 3.101 -2.467 1.053
H 2.364 -3.696 0.046
H 0.521 -1.839 0.791
C -0.868 -1.782 3.761
O -0.642 -0.459 3.317
H -1.018 -1.783 4.840
H -1.752 -2.213 3.274
H -0.017 -2.434 3.535
H -0.438 -0.503 2.372
```

Values from the calculation:
Net charge ... -1
HOMO energy ... -6.54 eV



--- x ---
Below is 8 unconnected molecules or ions with the total composition C7H28ClO7, with properties calculated with wB97M-V/def2-TZVPD.

Geometry as XYZ:
```
43
C7H28ClO7 wB97M-V/def2-TZVPD
Cl -14.894 5.543 11.964
C -16.109 3.417 8.591
O -16.511 4.735 9.016
H -16.037 3.398 7.503
H -15.112 3.146 8.939
H -16.821 2.654 8.906
H -15.989 5.029 9.766
C -16.705 7.916 9.251
O -15.600 8.155 10.050
H -16.288 7.596 8.296
H -17.328 7.128 9.673
H -17.299 8.824 9.146
H -15.368 7.357 10.529
C -12.696 9.085 12.006
O -12.423 7.778 12.451
H -12.950 9.053 10.946
H -13.575 9.402 12.568
H -11.829 9.733 12.129
H -13.179 7.213 12.272
C -13.682 6.448 15.710
O -14.939 6.096 15.199
H -13.445 7.496 15.527
H -13.723 6.335 16.793
H -12.935 5.810 15.238
H -14.845 5.868 14.271
C -13.983 1.638 11.851
O -14.891 2.358 12.702
H -13.775 2.165 10.920
H -13.003 1.563 12.321
H -14.287 0.603 11.691
H -14.730 3.296 12.575
C -18.574 6.651 12.722
O -17.567 6.176 13.596
H -19.008 7.576 13.102
H -18.255 6.764 11.686
H -19.358 5.906 12.589
H -16.744 6.192 13.103
C -11.842 5.310 9.396
O -13.204 5.031 9.185
H -11.446 4.432 9.907
H -11.263 5.394 8.476
H -11.679 6.212 9.986
H -13.717 4.926 9.989
```

Values from the calculation:
Net charge ... -1
HOMO energy ... -6.74 eV



Ordering by calculated energy gives the sequence w, x, with the first entry being the most stable.



--- w ---
Below is 2 unconnected molecules or ions with the total composition C2H7N2O, with properties calculated with wB97M-V/def2-TZVPD.

Geometry as XYZ:
```
12
C2H7N2O wB97M-V/def2-TZVPD
C 0.161 0.351 -0.331
C 0.889 -0.855 1.693
N 0.817 1.582 -0.611
N -1.265 -0.046 -0.781
O 1.055 0.327 -1.295
H -0.186 -0.763 1.972
H 1.717 -0.304 1.985
H 1.295 -1.730 1.015
H 0.168 2.092 -1.236
H -1.181 -1.044 -0.997
H -1.562 0.613 -1.450
H -1.907 -0.222 0.037
```

Values from the calculation:
Net charge ... +1
HOMO energy (spin up / spin down) ... -13.99 / -13.99 eV



--- x ---
Below is 2 unconnected molecules or ions with the total composition C2H7N2O, with properties calculated with wB97M-V/def2-TZVPD.

Geometry as XYZ:
```
12
C2H7N2O wB97M-V/def2-TZVPD
C 0.903 -0.283 0.051
C -1.001 0.811 -0.733
N 0.226 0.413 -1.022
N 0.040 -0.593 1.210
O -1.737 1.745 -1.226
H 1.429 -1.182 -0.343
H 1.739 0.390 0.294
H -0.917 0.375 0.665
H 0.771 0.818 -1.845
H -0.335 -1.523 1.156
H 0.200 -0.309 2.108
H -1.340 2.136 -2.011
```

Values from the calculation:
Net charge ... +1
HOMO energy ... -14.69 eV



--- y ---
Below is 2 unconnected molecules or ions with the total composition C2H7N2O, with properties calculated with wB97M-V/def2-TZVPD.

Geometry as XYZ:
```
12
C2H7N2O wB97M-V/def2-TZVPD
C -1.567 1.540 -0.610
N -1.548 0.250 -0.794
H -0.706 2.075 -1.021
H -2.265 1.973 0.100
H -2.476 -0.164 -0.694
H -0.733 -0.175 -0.040
C 1.254 -0.674 0.874
N 1.728 -1.086 -0.300
O 0.215 0.007 0.954
H 1.712 -1.153 1.750
H 1.479 -0.540 -1.117
H 2.400 -1.787 -0.574
```

Values from the calculation:
Net charge ... +1
HOMO energy ... -15.76 eV



--- z ---
Below is a gas-phase ion, C2H7N2O (charge +1), with properties calculated with wB97M-V/def2-TZVPD.

Geometry as XYZ:
```
12
C2H7N2O wB97M-V/def2-TZVPD
C -1.099 -0.911 0.007
C -0.179 0.247 0.541
N -1.264 1.087 0.299
N 1.040 0.276 -0.580
O -1.873 0.112 -0.594
H -0.738 -1.550 -0.942
H -1.696 -1.476 0.660
H 0.218 0.316 1.578
H -1.104 1.849 -0.389
H 0.721 -0.198 -1.471
H 1.701 -0.377 -0.145
H 1.346 1.198 -0.836
```

Values from the calculation:
Net charge ... +1
SMILES ... [NH3+][C@@H]1CON1
HOMO energy ... -14.31 eV



Ordering by calculated energy gives the sequence y, x, z, w, with the first entry being the most stable.



--- w ---
Below is 2 unconnected molecules or ions with the total composition C2H7N2O, with properties calculated with wB97M-V/def2-TZVPD.

Geometry as XYZ:
```
12
C2H7N2O wB97M-V/def2-TZVPD
C 2.726 0.056 -0.398
N 1.863 0.651 0.302
H 2.658 -0.934 -0.846
H 3.704 0.517 -0.533
H 2.116 1.369 0.970
H 0.845 0.460 0.106
C -1.701 -0.575 0.146
N -2.948 -0.145 0.004
O -0.750 0.165 0.400
H -1.550 -1.632 -0.096
H -3.215 0.825 -0.056
H -3.749 -0.756 0.001
```

Values from the calculation:
Net charge ... +1
HOMO energy ... -14.52 eV



--- x ---
Below is 2 unconnected molecules or ions with the total composition C2H7N2O, with properties calculated with wB97M-V/def2-TZVPD.

Geometry as XYZ:
```
12
C2H7N2O wB97M-V/def2-TZVPD
N 3.492 0.094 -0.482
C -1.776 1.151 0.397
C -0.965 0.009 0.147
N -1.682 -1.067 -0.323
O 0.205 -0.061 0.471
H 3.682 -0.302 -1.394
H 4.237 -0.071 0.152
H 2.548 0.096 -0.163
H -1.322 2.127 0.558
H -2.854 1.151 0.312
H -1.212 -1.807 -0.811
H -2.677 -1.096 -0.163
```

Values from the calculation:
Net charge ... +1
HOMO energy ... -12.38 eV



Ordering by calculated energy gives the sequence w, x, with the first entry being the most stable.